No. 1
The following is a DFT calculation (ωB97M-V with the def2-TZVPD basis set) of a molecular structure, C14H10AuClNO4.

Each line ends with the Löwdin charge.
Element x y z (Å)
Au: 8.96 5.01 7.57  0.794
Cl: 6.58 3.24 10.86  0.631
O: 8.90 5.13 5.44  -0.222
O: 7.95 6.13 3.73  0.029
O: 4.60 3.45 8.26  0.044
O: 3.59 5.23 9.03  0.022
N: 4.32 4.64 8.22  -0.304
C: 6.03 7.25 5.32  -0.013
C: 5.64 5.76 11.27  -0.140
C: 7.92 5.69 4.84  -0.686
C: 7.78 5.63 10.14  -0.336
C: 4.95 5.55 7.15  -0.141
C: 4.44 6.80 7.02  -0.032
C: 6.11 5.13 6.55  -0.003
C: 7.80 7.06 10.16  -0.087
C: 4.95 7.62 6.04  -0.078
C: 5.69 7.19 11.31  -0.097
C: 6.65 5.01 10.74  -0.600
C: 8.98 4.90 9.58  -0.384
C: 6.78 7.77 10.70  -0.146
C: 6.63 6.02 5.61  -0.130
H: 3.53 7.03 7.53  0.110
H: 9.03 3.81 9.81  -0.005
H: 6.54 4.12 6.75  0.127
H: 8.63 7.57 9.61  0.119
H: 6.55 7.86 4.58  0.123
H: 6.75 8.86 10.66  0.101
H: 4.77 5.22 11.67  0.101
H: 4.82 7.70 11.61  0.079
H: 4.40 8.50 5.82  0.097
H: 9.86 5.40 10.02  0.025

Results
HOMO level = -4.82 eV
net charge = -1

=====

No. 2
The following is a DFT calculation (ωB97M-V with the def2-TZVPD basis set) of a single C14H10BrN3O3S molecule.

Each line ends with the Löwdin charge.
Element x y z (Å)
Br: -7.09 -2.41 3.60  0.693
S: -0.70 -0.84 0.50  1.072
O: 6.48 0.89 -1.10  0.044
O: 1.59 -0.71 -1.81  0.205
O: 3.30 -1.32 -3.05  0.122
N: 6.24 -0.29 -2.90  0.120
N: 2.16 1.32 -1.11  0.215
N: 3.17 0.69 -1.82  -0.029
C: -3.02 -1.63 2.69  -0.023
C: -4.41 0.19 1.65  -0.026
C: 5.67 0.53 -1.94  -0.496
C: -1.76 1.50 0.87  -0.110
C: -3.16 -0.43 1.86  -0.242
C: 4.40 1.34 -2.28  -0.029
C: 2.74 -0.53 -2.34  -0.542
C: -2.01 0.17 1.20  -0.462
C: 0.06 0.58 -0.25  -0.438
C: -5.59 -0.46 2.13  -0.120
C: -0.59 1.77 0.00  -0.078
C: -5.47 -1.62 2.94  -0.663
C: -4.19 -2.24 3.24  -0.099
C: 1.26 0.41 -1.12  -0.324
H: -6.59 -0.05 1.96  0.097
H: -2.57 2.25 1.00  0.113
H: -4.03 -3.13 3.93  0.123
H: -2.11 -2.15 2.91  0.094
H: -0.31 2.77 -0.44  0.136
H: -4.52 1.11 0.98  0.135
H: 4.29 1.54 -3.34  0.122
H: 6.87 -1.09 -2.62  0.141
H: 4.47 2.39 -1.85  0.156
H: 5.43 -0.58 -3.52  0.095

Results
HOMO level = -8.51 eV
SMILES = NC(=O)Cn1nc(-c2ccc(-c3ccc(Br)cc3)s2)oc1=O
energy relative to the best compared isomer or geometry (same formula, charge and spin) = 20.27 kJ/mol
net charge = 0

=====

No. 3
The following is a DFT calculation (ωB97M-V with the def2-TZVPD basis set) of a molecular structure, C14H10ClN2O2V.

Each line ends with the Löwdin charge.
Element x y z (Å)
V: -0.85 0.09 -1.79  0.835
Cl: -2.12 -1.48 -2.34  0.266
O: 0.69 -0.67 -1.58  -0.199
O: -1.79 1.44 -1.59  -0.201
N: -0.66 0.10 0.18  -0.072
N: 0.35 -0.74 0.66  0.143
C: 3.04 -2.20 -1.33  -0.009
C: 4.57 -3.44 0.06  -0.050
C: -3.96 3.91 -0.03  -0.019
C: -2.26 1.84 0.67  -0.128
C: -3.29 3.22 -1.04  0.026
C: 4.20 -2.95 -1.19  -0.052
C: -3.79 3.58 1.31  -0.038
C: -2.46 2.20 -0.66  -0.233
C: 3.77 -3.19 1.17  -0.053
C: -1.31 0.81 1.03  0.031
C: 2.61 -2.45 1.05  -0.012
C: 2.25 -1.95 -0.21  -0.160
C: -2.94 2.55 1.66  0.004
C: 1.06 -1.12 -0.33  -0.324
H: 2.75 -1.82 -2.29  0.117
H: -4.62 4.73 -0.31  0.124
H: 1.98 -2.25 1.90  0.117
H: 4.06 -3.58 2.14  0.114
H: -2.80 2.28 2.70  0.130
H: -4.32 4.13 2.07  0.120
H: -3.42 3.46 -2.08  0.136
H: -1.06 0.65 2.07  0.159
H: 5.48 -4.01 0.16  0.115
H: 4.83 -3.14 -2.05  0.114

Results
HOMO level (spin up / spin down) = -12.16 / -12.18 eV
multiplicity = 2
net charge = +1

=====

No. 4
The following is a DFT calculation (ωB97M-V with the def2-TZVPD basis set) of a molecular structure, C14H10ClN3O2S.

Each line ends with the Löwdin charge.
Element x y z (Å)
Cl: -5.11 -0.07 -0.32  0.605
S: 2.84 1.81 -0.14  0.930
O: 1.55 1.01 -2.62  0.021
O: -0.36 -0.22 -1.85  0.028
N: 3.41 -0.81 0.52  0.068
N: 0.29 0.00 1.50  0.175
N: -1.44 0.93 0.48  0.001
C: -3.41 -0.31 0.21  -0.629
C: -1.59 -1.25 1.20  0.021
C: 0.93 -0.02 -1.87  -0.388
C: 2.21 -2.96 0.24  0.032
C: -0.93 -0.16 1.31  -0.331
C: -2.75 0.95 0.22  -0.105
C: 1.43 -2.22 -0.75  0.017
C: 3.27 -2.11 0.62  -0.121
C: 2.73 -0.21 -0.22  -0.384
C: 0.65 1.10 1.15  -0.401
C: -2.99 -1.39 0.83  -0.055
C: 1.89 1.92 1.34  -0.431
C: 1.71 -0.94 -1.13  -0.114
C: -0.43 1.97 0.69  0.084
H: -0.49 2.90 0.25  0.083
H: 2.20 -3.93 0.30  0.042
H: -3.02 2.07 -0.60  0.238
H: -1.39 -2.15 1.87  0.151
H: 0.82 1.37 -3.17  0.136
H: 3.89 -2.66 1.54  0.160
H: 2.02 2.71 1.63  -0.088
H: 0.70 -2.50 -1.40  0.091
H: -3.59 -2.09 0.83  0.027
H: 2.58 1.43 2.17  0.138

Results
HOMO level = -7.80 eV
net charge = 0

=====

No. 5
The following is a DFT calculation (ωB97M-V with the def2-TZVPD basis set) of a molecular structure, C14H10F5NOPb.

Each line ends with the Löwdin charge.
Element x y z (Å)
Pb: -0.71 0.35 -0.48  1.416
F: -0.38 2.95 4.38  0.101
F: -0.07 2.01 1.82  -0.003
F: -0.30 1.22 6.49  0.099
F: 0.08 -1.45 6.10  0.101
F: 0.42 -2.41 3.53  0.091
O: 0.40 -0.65 1.41  -0.269
N: 1.19 1.18 -1.23  -0.202
C: 0.55 2.39 -3.45  -0.011
C: 0.18 -0.23 2.61  -0.342
C: -0.21 1.64 4.15  -0.145
C: -0.05 1.14 2.88  -0.148
C: 0.04 -0.61 5.04  -0.135
C: -0.05 -2.78 -1.36  -0.130
C: 1.04 -1.54 -2.98  -0.090
C: 0.21 -1.10 3.75  -0.134
C: -0.49 2.07 -2.69  -0.344
C: 1.23 -2.27 -1.77  -0.103
C: -1.82 2.09 -2.56  -0.097
C: -1.01 -2.37 -2.34  -0.124
C: -0.17 0.76 5.24  -0.153
C: -0.33 -1.61 -3.33  -0.150
H: -2.50 1.59 -3.26  0.077
H: 1.83 -1.05 -3.55  0.115
H: -0.77 -1.19 -4.24  0.100
H: -0.23 -3.41 -0.49  0.107
H: 2.18 -2.44 -1.27  0.108
H: 1.56 2.10 -3.17  0.046
H: 0.42 3.02 -4.34  0.076
H: -2.29 2.55 -1.68  0.048
H: -2.06 -2.67 -2.36  0.110
H: 2.10 0.74 -0.88  -0.015

Results
HOMO level (spin up / spin down) = -7.73 / -7.74 eV
net charge = 0

=====

No. 6
The following is a DFT calculation (ωB97M-V with the def2-TZVPD basis set) of a single C14H10FN3O2S molecule.

Each line ends with the Löwdin charge.
Element x y z (Å)
S: 0.51 4.03 -1.26  0.941
F: -0.88 -4.36 0.44  0.125
O: 0.60 -2.19 0.56  0.166
O: 2.80 -1.93 -0.06  0.149
N: 2.22 1.95 -0.53  0.112
N: 0.05 1.73 -0.08  0.138
N: -0.90 -0.38 0.39  0.210
C: 0.21 0.46 0.20  -0.216
C: -2.87 -4.36 1.64  -0.008
C: -1.86 -3.74 1.05  -0.278
C: 1.71 -1.48 0.21  -0.387
C: 2.44 0.69 -0.25  -0.041
C: 1.91 4.19 -2.47  -0.521
C: -1.93 -2.35 0.83  -0.066
C: 1.46 -0.08 0.13  -0.103
C: -4.22 -2.40 1.71  -0.065
C: -4.01 -3.67 2.08  -0.082
C: 3.25 4.53 -1.80  -0.182
C: 1.02 2.42 -0.59  -0.640
C: -3.10 -1.72 1.13  0.001
C: -0.64 -1.58 0.58  -0.202
H: 1.56 4.99 -3.09  0.042
H: 3.15 5.45 -1.09  0.102
H: 4.00 4.77 -2.54  0.054
H: 3.65 3.60 -1.38  0.046
H: -5.16 -2.00 2.02  0.102
H: -2.68 -5.38 1.88  0.121
H: -4.74 -4.15 2.73  0.118
H: -3.14 -0.62 0.94  0.133
H: 3.47 0.24 -0.25  0.163
H: 2.10 3.36 -3.12  0.069

Results
HOMO level = -9.12 eV
SMILES = CCSc1ncc2c(=O)oc(-c3ccccc3F)nc2n1
net charge = 0

=====

No. 7
The following is a DFT calculation (ωB97M-V with the def2-TZVPD basis set) of a molecular structure, C14H10N5S3W.

Each line ends with the Löwdin charge.
Element x y z (Å)
W: -0.06 0.65 -0.71  0.813
S: 1.94 0.24 -1.80  0.679
S: -1.78 0.40 -2.31  0.646
S: 0.67 2.90 -0.64  0.630
N: 4.66 1.78 -3.74  0.207
N: -0.63 -1.45 -0.95  -0.172
N: -0.14 0.53 1.41  -0.105
N: -2.26 1.50 1.49  0.159
N: 3.05 5.26 -2.23  0.208
C: -1.55 -1.32 -1.92  -0.694
C: -1.80 -3.67 -2.04  -0.014
C: 0.95 -0.22 3.40  -0.036
C: -0.84 -3.80 -1.04  -0.027
C: -2.17 -2.42 -2.49  -0.044
C: -0.27 -2.67 -0.51  -0.092
C: 3.75 1.80 -3.05  -0.248
C: -0.17 0.17 4.15  -0.016
C: 2.61 4.23 -1.99  -0.244
C: -1.24 0.74 3.52  0.011
C: 2.05 2.94 -1.69  -0.691
C: -1.20 0.94 2.13  -0.355
C: 2.59 1.81 -2.19  -0.673
C: 0.93 -0.03 2.06  -0.118
H: 0.48 -2.70 0.27  0.123
H: -0.53 -4.78 -0.68  0.120
H: -2.91 -2.28 -3.27  0.124
H: -2.15 2.02 0.63  0.076
H: 1.82 -0.66 3.87  0.122
H: -3.01 1.85 2.06  0.120
H: -0.19 0.03 5.22  0.128
H: -2.26 -4.55 -2.46  0.127
H: 1.76 -0.30 1.43  0.107
H: -2.11 1.07 4.07  0.128

Results
HOMO level (spin up / spin down) = -11.83 / -12.00 eV
multiplicity = 3
energy relative to the best compared isomer or geometry (same formula, charge and spin) = 25.82 kJ/mol
net charge = +1

=====

No. 8
The following is a DFT calculation (ωB97M-V with the def2-TZVPD basis set) of a single C14H10O4 molecule.

Each line ends with the Löwdin charge.
Element x y z (Å)
O: 0.28 -0.56 0.39  0.095
O: -0.27 0.56 -0.39  0.095
O: -2.31 -0.12 0.33  0.126
O: 2.31 0.12 -0.33  0.127
C: 3.29 -3.84 2.52  -0.076
C: 4.12 -3.00 1.81  -0.069
C: -3.29 3.84 -2.52  -0.076
C: -1.61 0.64 -0.31  -0.410
C: 1.39 -2.60 1.79  -0.015
C: -1.92 3.64 -2.52  -0.067
C: 1.62 -0.64 0.31  -0.410
C: -1.38 2.60 -1.80  -0.015
C: 3.58 -1.96 1.09  -0.010
C: 1.92 -3.64 2.52  -0.067
C: 2.21 -1.75 1.08  -0.137
C: -3.58 1.96 -1.09  -0.010
C: -4.12 3.00 -1.81  -0.069
C: -2.21 1.75 -1.08  -0.138
H: 4.20 -1.28 0.53  0.121
H: -3.71 4.65 -3.09  0.104
H: 1.27 -4.30 3.07  0.107
H: -0.32 2.42 -1.77  0.122
H: 3.71 -4.65 3.09  0.104
H: -1.27 4.30 -3.07  0.107
H: 5.19 -3.15 1.82  0.108
H: -5.19 3.15 -1.82  0.108
H: 0.32 -2.42 1.77  0.122
H: -4.20 1.28 -0.53  0.121

Results
HOMO level = -9.91 eV
SMILES = O=C(OOC(=O)c1ccccc1)c1ccccc1
energy relative to the best compared isomer or geometry (same formula, charge and spin) = 0.00 kJ/mol
net charge = 0